[1]
{"formula": "C30H17CuF4N8O", "method": "wB97M-V/def2-TZVPD", "s2": 0.754, "spin_multiplicity": 2, "charge": 1, "e_above_lowest_kcal_mol": 11.84, "mol_weight_g_mol": 645.1, "max_force_ha_per_bohr": 0.01998, "orbital_gap_ev": [5.2, 5.1], "elements": ["Cu", "C", "N", "C", "C", "C", "C", "C", "N", "C", "C", "C", "C", "C", "C", "H", "H", "H", "H", "H", "H", "H", "H", "H", "H", "H", "N", "C", "O", "C", "C", "C", "N", "C", "C", "H", "H", "H", "H", "H", "H", "F", "C", "C", "F", "C", "C", "C", "F", "C", "C", "C", "N", "C", "N", "F", "C", "C", "N", "C", "N"], "positions_angstrom": [[1.091873, 0.156586, -0.885700], [-0.039939, 2.371007, -2.665627], [-0.244623, 1.080565, -1.960460], [-1.345765, 0.415388, -2.051993], [-1.390799, -0.871713, -1.441691], [-2.354428, -1.870498, -1.306043], [-1.739307, -2.918901, -0.611168], [-0.421381, -2.512618, -0.354450], [-0.212763, -1.275808, -0.845403], [-1.174967, 3.360936, -2.557450], [-2.063276, 3.509310, -3.619552], [-3.104585, 4.429125, -3.546238], [-3.262310, 5.206328, -2.408076], [-2.378284, 5.066096, -1.343595], [-1.339695, 4.146056, -1.419546], [0.121814, 2.150238, -3.720904], [0.882956, 2.809874, -2.289891], [-2.202837, 0.821528, -2.590037], [-3.372165, -1.832674, -1.675867], [-2.167834, -3.882263, -0.357215], [0.361604, -3.058008, 0.163667], [-1.931197, 2.912915, -4.519329], [-3.784219, 4.544491, -4.384609], [-4.066437, 5.932546, -2.352288], [-2.494772, 5.675419, -0.454647], [-0.631757, 4.057222, -0.598604], [7.188705, -2.935829, -2.242291], [6.913111, -1.787760, -1.578647], [7.759769, -0.996280, -1.222697], [5.451554, -1.486914, -1.288140], [5.195517, -0.315410, -0.593054], [3.890377, 0.052073, -0.347673], [2.843955, -0.690536, -0.772993], [3.092881, -1.840259, -1.416788], [4.377152, -2.269972, -1.685070], [8.153674, -3.138421, -2.439522], [6.499273, -3.613227, -2.499805], [6.028180, 0.294243, -0.264012], [3.651252, 0.953312, 0.204726], [2.229950, -2.418273, -1.720909], [4.499189, -3.209338, -2.206759], [0.637870, -0.773004, 2.665699], [-0.624939, -0.827090, 3.022882], [-1.090345, -1.949288, 3.557432], [-0.291570, -2.974680, 3.662174], [-2.450850, -2.060809, 4.057964], [-3.261601, -0.858708, 3.921758], [-2.778531, 0.270890, 3.408711], [-3.580216, 1.299284, 3.275900], [-1.421582, 0.370853, 2.908321], [-0.922816, 1.517373, 2.358047], [0.235510, 1.471347, 1.507355], [1.134202, 1.430237, 0.796207], [-1.504720, 2.818470, 2.554258], [-1.877443, 3.887162, 2.764553], [-4.510523, -0.899886, 4.296893], [-2.923078, -3.185363, 4.628111], [-2.141798, -4.392680, 4.771963], [-1.581332, -5.386923, 4.922662], [-4.257894, -3.304885, 5.162481], [-5.297788, -3.472858, 5.626982]], "forces_ev_per_angstrom": [[-0.3, -0.2, -0.3], [-0.3, -0.1, 0.0], [0.2, 0.5, 0.0], [-0.2, -0.2, 0.0], [0.1, 0.1, 0.1], [-0.1, 0.1, -0.1], [0.2, -0.1, 0.1], [-0.2, 0.0, 0.1], [-0.1, -0.2, 0.0], [0.0, -0.1, 0.0], [-0.1, 0.0, 0.0], [0.0, 0.0, -0.1], [0.0, 0.0, 0.0], [0.1, -0.1, 0.0], [0.0, 0.1, 0.0], [0.1, -0.1, -0.1], [0.0, 0.0, 0.1], [0.1, 0.0, 0.0], [0.2, 0.0, 0.1], [0.1, 0.2, 0.0], [-0.1, 0.1, -0.1], [0.0, 0.1, 0.1], [0.1, 0.0, 0.1], [0.1, -0.1, 0.0], [0.0, 0.0, -0.1], [-0.1, 0.0, 0.0], [0.0, 0.3, 0.1], [0.1, -0.1, 0.0], [-0.1, -0.1, -0.1], [0.1, -0.1, -0.1], [0.0, 0.1, 0.1], [-0.2, -0.2, 0.0], [0.7, 0.2, 0.1], [-0.1, 0.1, 0.1], [0.0, -0.1, 0.0], [0.1, 0.0, 0.0], [-0.1, 0.0, 0.0], [-0.1, 0.0, 0.0], [0.0, 0.0, -0.1], [0.0, 0.0, 0.0], [0.0, 0.0, 0.0], [0.7, 0.0, -0.3], [-0.5, 0.4, -0.1], [-0.7, 0.0, 0.2], [0.4, -0.6, 0.1], [0.1, 0.3, -0.1], [0.4, -0.5, 0.1], [0.6, 0.1, -0.1], [-0.2, 0.6, -0.1], [-0.1, 0.0, 0.0], [0.2, 0.3, -0.3], [-0.5, 0.3, 0.9], [0.2, 0.2, -0.3], [0.0, 0.0, -0.1], [0.1, -0.3, -0.2], [-0.5, 0.0, 0.2], [-0.3, -0.7, 0.3], [-0.1, -0.1, 0.1], [-0.2, 0.4, -0.1], [-0.1, -0.1, 0.1], [0.4, 0.0, -0.2]]}


[2]
{"formula": "C2H2MnO2", "method": "wB97M-V/def2-TZVPD", "s2": 12.010, "spin_multiplicity": 7, "charge": -1, "e_above_lowest_kcal_mol": 0.00, "mol_weight_g_mol": 113.0, "max_force_ha_per_bohr": 0.07989, "orbital_gap_ev": [5.7, 5.5], "elements": ["O", "C", "C", "O", "H", "Mn", "H"], "positions_angstrom": [[-0.436862, -1.526952, -0.433298], [0.157450, -0.309742, -0.069627], [-0.554364, 0.830525, -0.108916], [-1.681246, 1.177668, 0.325005], [-0.236885, -2.138007, 0.291550], [2.179329, 0.163753, 0.030823], [0.572576, 1.802752, -0.035537]], "forces_ev_per_angstrom": [[-0.8, -1.0, 0.8], [2.7, -1.0, -1.8], [-0.5, 2.1, 3.5], [1.3, 0.3, -2.0], [-0.2, 0.1, -0.3], [-1.0, 0.4, -0.1], [-1.5, -1.0, -0.1]]}